Record 1
This record from OMol25 describes a molecular structure, C40H53FeN4O2S2Si at a distorted geometry. The level of theory is wB97M-V/def2-TZVPD.

Geometry as ORCA input:
```
! wB97M-V def2-TZVPD RIJCOSX def2/J DEFGRID3
* xyz 1 5
Fe -0.21823 1.20798 -0.27846
C 0.11291 3.42818 2.69344
Si -1.55284 3.35112 1.75139
C -2.17873 5.12340 2.14234
C -2.96106 2.23066 2.42629
N -1.25652 2.72400 0.15129
C -1.92368 3.14532 -0.94211
C -2.70576 4.31813 -0.96241
C -3.43778 4.71046 -2.05957
C -3.45152 3.92973 -3.20266
C -2.66529 2.79300 -3.24266
C -1.88054 2.42615 -2.16009
O -1.03251 1.34267 -2.23215
C -0.73767 0.94649 -3.53307
C 0.01287 1.78793 -4.34919
C 0.28172 1.41672 -5.65203
C -0.19881 0.21226 -6.14428
C -0.92798 -0.62826 -5.32189
C -1.19978 -0.27043 -4.01235
H -0.07402 3.35507 3.76030
H 0.59323 4.38962 2.53277
H 0.81938 2.64965 2.43475
H -2.03514 5.30087 3.20544
H -3.23730 5.25793 1.94707
H -1.63440 5.90409 1.62093
H -2.96415 2.19286 3.51104
H -2.88276 1.21501 2.05310
H -3.93150 2.61092 2.11786
H -2.71977 4.92626 -0.08185
H -4.00900 5.62571 -2.01737
H -4.04677 4.20723 -4.05795
H -2.66174 2.18531 -4.13462
H 0.36592 2.72471 -3.94396
H 0.84707 2.07657 -6.29183
H 0.00333 -0.06957 -7.16696
H -1.30944 -1.55933 -5.70860
H -1.77286 -0.91426 -3.36417
C 4.07590 -3.64615 -3.01266
C 2.84442 -3.90573 -2.13636
C 1.77743 -4.64914 -2.95045
C 3.26923 -4.79690 -0.96426
C 2.24936 -2.59435 -1.67060
C 2.09458 -1.49660 -2.55268
C 1.49770 -0.34683 -2.10898
N 1.03708 -0.16618 -0.86987
C 1.26108 -1.16913 0.02260
C 1.82745 -2.39096 -0.38081
C 0.93339 -0.86460 1.36949
C 1.49342 -1.57476 2.44499
C 1.20787 -1.26021 3.75177
C 0.26733 -0.22813 3.92963
C -0.24044 0.42842 2.83141
N 0.09211 0.18948 1.56548
C 1.86720 -2.01480 4.88889
C 1.31785 -3.44787 4.89360
C 1.57995 -1.37843 6.24803
C 3.38900 -2.04044 4.68739
H 4.55223 -4.59182 -3.25909
H 4.79578 -3.02557 -2.48265
H 3.80956 -3.15535 -3.94441
H 2.19017 -5.57986 -3.33317
H 1.43684 -4.04877 -3.79052
H 0.92029 -4.88256 -2.32243
H 3.74659 -5.69254 -1.35305
H 2.41521 -5.11352 -0.37143
H 3.98167 -4.28653 -0.32014
H 2.43621 -1.54264 -3.57104
H 1.41668 0.50833 -2.75755
H 1.90182 -3.17648 0.34978
H 2.18949 -2.36396 2.22231
H -0.06709 0.06662 4.90855
H -0.96677 1.19863 2.98733
H 0.23784 -3.43976 5.02500
H 1.75972 -4.00551 5.71464
H 1.54533 -3.96023 3.96260
H 0.51996 -1.42022 6.48148
H 1.91552 -0.34439 6.27460
H 2.11090 -1.92564 7.02233
H 3.66884 -2.54981 3.77083
H 3.85856 -2.56504 5.51572
H 3.79192 -1.03021 4.65347
S -2.22358 -0.24382 -0.43533
C -3.60683 -1.17739 -0.10579
N -4.79824 -0.56839 -0.40816
C -5.99328 -1.20900 -0.36781
C -6.05194 -2.51138 0.03208
C -4.86474 -3.16778 0.40709
C -3.65722 -2.50255 0.34040
H -4.73450 0.38753 -0.73556
H -6.85868 -0.64159 -0.66728
H -6.99707 -3.02841 0.05343
H -4.90491 -4.19483 0.73207
H -2.73283 -2.99018 0.60373
C 2.47295 4.25366 0.14958
S 1.84940 2.52837 0.04547
C 3.47803 1.80339 -0.38744
O 1.08282 2.53096 -1.22261
H 2.95035 4.51380 -0.78776
H 3.17332 4.33133 0.97365
H 1.62055 4.90110 0.31983
H 4.18643 2.09425 0.37836
H 3.78515 2.17276 -1.35966
H 3.38673 0.72412 -0.41588
*
```

E_HOMO (alpha / beta)	-0.32080 / -0.32421	Ha
E_tot	-4274.9490	Ha
gap between HOMO and LUMO (alpha / beta)	5.863 / 5.934	eV
<S²>	6.022
LUMO energy (alpha / beta)	-2.87 / -2.89	eV

Atom charges from the Löwdin analysis, given in e for atoms 1 to 2:
1. Fe 0.4487
2. C -0.1924

***

Record 2
This record from OMol25 describes 2 unconnected molecules or ions with the total composition C4H10OSi2 at a distorted geometry. The level of theory is wB97M-V/def2-TZVPD.

Geometry as ORCA input:
```
! wB97M-V def2-TZVPD RIJCOSX def2/J DEFGRID3
* xyz 0 1
C 0.82705 -2.99338 0.58804
C -1.60158 1.58845 2.15160
C 0.94030 -1.68092 0.77220
C -0.49333 0.97771 1.73779
O -1.86817 -1.26047 0.42538
Si 0.78688 1.15835 -2.80986
Si -0.44780 -0.46290 0.56236
H 1.66852 -3.66348 0.66893
H -0.12298 -3.44924 0.36116
H -1.58197 2.45892 2.78849
H -2.58365 1.23749 1.88097
H 1.91679 -1.26589 0.98252
H 0.46126 1.39867 2.02689
H -2.67133 -0.89579 0.78752
H 0.96563 2.56519 -2.48083
H 2.03692 0.50397 -3.16292
H -0.25760 0.92468 -3.79432
*
```

E_HOMO (alpha / beta)	-0.24740 / -0.26868	Ha
E_tot	-812.5061	Ha
gap between HOMO and LUMO (alpha / beta)	6.224 / 6.947	eV
LUMO energy (alpha / beta)	-0.51 / -0.36	eV

Atom charges from the Löwdin analysis, given in e for atoms 1 to 2:
1. C -0.0665
2. C -0.0729

***

Record 3
This record from OMol25 describes 2 unconnected molecules or ions with the total composition C4H8N3S at a distorted geometry. The level of theory is wB97M-V/def2-TZVPD.

Geometry as ORCA input:
```
! wB97M-V def2-TZVPD RIJCOSX def2/J DEFGRID3
* xyz 1 1
C -2.48481 -0.04480 -0.06981
C -2.13444 1.25622 0.06716
C -0.32389 0.00983 0.09561
C 1.71743 -0.37402 0.58119
N -1.37666 -0.79051 -0.15969
N -0.77207 1.24179 0.20061
N 2.24210 -1.38365 -0.13073
S 2.29547 1.21672 -0.04713
H -3.32817 -0.46725 -0.40167
H -2.81021 2.06158 0.30082
H 1.27266 -0.49354 1.57622
H -0.14354 1.99469 0.43412
H 2.68754 -2.11852 0.22754
H -1.57355 -1.78693 -0.34082
H 2.64473 -1.18864 -1.02751
H 2.08740 0.86701 -1.30591
*
```

E_HOMO	-0.49002	Ha
E_tot	-719.3499	Ha
gap between HOMO and LUMO	9.970	eV
LUMO energy	-3.36	eV

Atom charges from the Löwdin analysis, given in e for atoms 1 to 2:
1. C -0.0795
2. C -0.0286

***

Record 4
This record from OMol25 describes 2 unconnected molecules or ions with the total composition C5H9NO at a distorted geometry. The level of theory is wB97M-V/def2-TZVPD.

Geometry as ORCA input:
```
! wB97M-V def2-TZVPD RIJCOSX def2/J DEFGRID3
* xyz 0 1
C 1.46951 -0.83427 0.54641
C -0.36684 -0.09525 -0.51208
C -0.90204 1.15404 -0.03738
C 0.86150 -1.65946 1.57425
C -1.59000 2.14418 -1.03214
N 2.51259 -0.37726 0.08400
O -1.50994 -0.13047 0.32999
H -0.51467 -0.57157 -1.48808
H -0.51292 1.54082 0.78751
H 1.09081 -1.19639 2.46562
H 1.21204 -2.74188 1.67688
H -0.21792 -1.53218 1.57474
H -1.69677 1.54986 -1.92770
H -0.88328 3.01898 -0.94929
H -2.51261 2.50393 -0.69296
H 3.44001 -0.60134 0.42617
*
```

E_HOMO	-0.28436	Ha
E_tot	-325.7286	Ha
gap between HOMO and LUMO	8.735	eV
LUMO energy	1.00	eV

Atom charges from the Löwdin analysis, given in e for atoms 1 to 2:
1. C -0.2364
2. C -0.1116

***

Record 5
This record from OMol25 describes C22H26N4O4 in the gas phase at a distorted geometry. The level of theory is wB97M-V/def2-TZVPD.

Geometry as ORCA input:
```
! wB97M-V def2-TZVPD RIJCOSX def2/J DEFGRID3
* xyz 0 1
C 1.08236 -2.99823 0.10357
N -0.20882 -3.09422 -0.56049
C -0.64485 -4.34249 -1.16944
C -2.08492 -4.06820 -1.52386
N -2.26584 -2.66832 -1.16694
C -3.60972 -2.11370 -1.19029
C -1.17957 -2.18856 -0.56356
C -1.05418 -0.85702 0.04604
H 0.97038 -2.50260 1.07298
H 1.44968 -4.02048 0.23479
H 1.79722 -2.42727 -0.50086
H -0.03998 -4.58911 -2.04715
H -0.53574 -5.14368 -0.43658
H -2.30803 -4.23081 -2.58013
H -2.77538 -4.67231 -0.93080
H -3.59691 -1.02925 -1.31187
H -4.12365 -2.54457 -2.05325
H -4.15332 -2.37951 -0.27225
H -1.93819 -0.61857 0.65524
H -0.13746 -0.80308 0.63658
C 5.88502 0.43931 0.79113
C 5.58752 -0.86018 0.36852
C 4.71646 -1.07789 -0.69901
C 4.07546 0.00728 -1.32028
C 3.00864 -0.22770 -2.34679
O 1.69573 -0.05927 -1.73983
C 0.68883 -0.16023 -2.67118
N -0.60496 -0.35049 -2.23724
N -0.89255 0.10041 -1.03429
C -1.66361 1.32688 -1.00015
O -2.08877 1.94651 -1.94731
O -1.89132 1.65452 0.30361
C -2.75992 2.82804 0.43265
C -2.66888 3.34315 1.83877
C -3.56807 2.88695 2.81369
C -3.42534 3.27431 4.15213
C -2.40851 4.15945 4.52377
C -1.54819 4.67159 3.54333
C -1.69079 4.27624 2.20628
O 0.89139 -0.16438 -3.88218
C 4.47272 1.30694 -0.98528
C 5.35297 1.52212 0.07521
H 6.53754 0.60972 1.64595
H 6.04086 -1.71533 0.87162
H 4.52051 -2.08203 -1.08352
H 3.09912 0.47860 -3.18470
H 3.09239 -1.24947 -2.74852
H -2.40688 3.56086 -0.30666
H -3.78325 2.50444 0.20358
H -4.38755 2.23606 2.50333
H -4.12146 2.89039 4.90207
H -2.28337 4.45002 5.56884
H -0.76970 5.38830 3.81219
H -1.05819 4.69720 1.42086
H 4.08553 2.13946 -1.58093
H 5.62753 2.54018 0.34860
*
```

E_HOMO	-0.25200	Ha
E_tot	-1373.8313	Ha
gap between HOMO and LUMO	6.930	eV
LUMO energy	0.07	eV

Atom charges from the Löwdin analysis, given in e for atoms 1 to 2:
1. C 0.0097
2. N -0.0574

***

Record 6
This record from OMol25 describes 2 unconnected molecules or ions with the total composition C6H14 at a distorted geometry. The level of theory is wB97M-V/def2-TZVPD.

Geometry as ORCA input:
```
! wB97M-V def2-TZVPD RIJCOSX def2/J DEFGRID3
* xyz 1 2
C -1.25751 -1.14033 2.16410
C -1.34413 -0.37767 0.74709
C -2.32748 0.77698 0.69002
H -2.14381 -1.64971 2.64973
H -0.52538 -1.88427 1.98242
H -0.80157 -0.48697 2.88907
H -0.33045 -0.02218 0.42888
H -1.64540 -1.09598 0.00961
H -2.69010 1.06785 -0.31746
H -1.95814 1.70847 1.19865
H -3.19323 0.47142 1.18911
C 1.61592 -0.52959 -2.21734
C 2.32567 0.16623 -1.02316
C 2.36189 1.53448 -0.84083
H 2.27240 -0.90320 -2.96963
H 0.85998 0.13616 -2.77990
H 1.02002 -1.37388 -1.79213
H 2.95362 -0.56004 -0.51592
H 2.99930 1.95444 -0.02102
H 1.80840 2.20780 -1.47128
*
```

E_HOMO (alpha / beta)	-0.52608 / -0.52592	Ha
E_tot	-236.5916	Ha
gap between HOMO and LUMO (alpha / beta)	8.767 / 4.767	eV
<S²>	0.752
LUMO energy (alpha / beta)	-5.55 / -9.54	eV

Atom charges from the Löwdin analysis, given in e for atoms 1 to 2:
1. C -0.0862
2. C -0.2969

***

Record 7
This record from OMol25 describes 3 unconnected molecules or ions with the total composition C19H36N2O8 at a distorted geometry. The level of theory is wB97M-V/def2-TZVPD.

Geometry as ORCA input:
```
! wB97M-V def2-TZVPD RIJCOSX def2/J DEFGRID3
* xyz 0 1
C 2.62024 -1.71037 -0.97570
C 1.08260 -1.57159 -0.77389
O 0.44754 -0.96821 -1.89033
C -0.40689 0.10743 -1.53127
C -1.59414 0.26893 -2.55160
C -2.87820 0.19656 -1.72821
C -3.62774 -0.94682 -1.61233
C -3.39695 -2.32028 -2.21736
C -3.62840 -3.38319 -1.12173
O -2.82001 -3.70521 -0.30184
N -4.65085 -0.52345 -0.74083
C -4.48257 0.74213 -0.39812
C -5.38197 1.49338 0.56394
N -3.40124 1.24313 -0.98508
C -2.83636 2.63380 -0.88424
O -3.04512 3.35738 -1.85343
O -2.18842 2.94030 0.11004
H 2.88482 -2.21038 -1.91632
H 3.00899 -2.23005 -0.07918
H 3.01666 -0.66367 -0.90480
H 0.66924 -2.59149 -0.61070
H 0.94486 -1.03884 0.18242
H 0.16595 1.05066 -1.42042
H -0.83102 -0.09196 -0.52427
H -1.58083 -0.53717 -3.29558
H -1.48157 1.24687 -3.04208
H -4.17159 -2.47948 -2.99451
H -2.41176 -2.37556 -2.69797
H -4.64536 -3.85441 -1.07237
H -5.37767 -1.15601 -0.43889
H -6.35414 0.99000 0.65227
H -4.88722 1.42284 1.55408
H -5.43816 2.56149 0.31773
C 5.65330 0.65965 -0.83612
O 4.46669 1.43521 -0.91191
C 4.55804 2.63824 -0.16038
C 4.89917 3.82886 -1.03824
O 6.19258 3.70724 -1.61498
C 6.15828 3.22689 -2.94914
H 5.64100 -0.05982 -1.65473
H 6.55134 1.27414 -0.92577
H 5.67641 0.11462 0.11362
H 5.28620 2.53267 0.65077
H 3.57744 2.81103 0.29294
H 4.91147 4.72829 -0.41526
H 4.14155 3.96989 -1.81510
H 5.89878 4.04215 -3.63242
H 5.44706 2.40756 -3.07359
H 7.15452 2.86329 -3.20068
C -1.58622 -2.75685 5.04892
O -2.03971 -1.45175 4.72926
C -0.97670 -0.55057 4.44986
C -0.75211 -0.38688 2.95767
O -0.31924 -1.59858 2.35144
C -1.37624 -2.30832 1.72250
H -2.42618 -3.44265 4.93916
H -0.78137 -3.08430 4.38746
H -1.23912 -2.78798 6.08705
H -0.05568 -0.87296 4.94701
H -1.25832 0.42036 4.86758
H 0.04336 0.34864 2.80343
H -1.65528 -0.01027 2.46638
H -1.59363 -1.86123 0.74814
H -2.28409 -2.31809 2.33078
H -1.05049 -3.33544 1.56974
*
```

E_HOMO	-0.31860	Ha
E_tot	-1456.8655	Ha
gap between HOMO and LUMO	8.513	eV
LUMO energy	-0.16	eV

Atom charges from the Löwdin analysis, given in e for atoms 1 to 2:
1. C -0.0613
2. C -0.2757